(1)
ORCA calculation (the ωB97M-V functional and the def2-TZVPD basis) on a structure of composition C21H14Cl2NO2SSbSe4Ti.

Geometry (Å):
Ti: -0.036 0.562 0.531
Cl: -3.584 2.970 -0.786
C: -1.921 2.318 -1.062
C: -1.154 3.135 -2.026
C: 1.023 3.132 -2.440
Cl: 2.070 4.001 -3.609
C: 1.909 2.312 -1.548
C: 3.286 2.485 -1.475
C: 4.023 1.824 -0.500
C: 3.372 1.054 0.440
N: 2.052 0.880 0.362
C: 1.330 1.427 -0.629
C: -1.542 1.212 -0.456
O: -1.885 0.570 0.617
H: -1.906 3.764 -2.507
H: 3.798 3.141 -2.164
H: 5.095 1.937 -0.462
H: 3.894 0.566 1.257
O: 0.649 5.714 0.393
S: 0.787 4.285 0.091
C: 0.063 4.053 -1.631
C: -0.230 2.482 -3.090
C: -0.553 3.121 -4.404
C: -0.694 4.444 -4.558
C: -0.498 5.499 -3.568
C: -0.137 5.371 -2.285
C: -0.461 3.510 1.176
C: -0.056 2.489 2.035
C: -0.971 1.941 2.930
C: -2.257 2.463 2.996
C: -2.617 3.549 2.213
C: -1.715 4.082 1.308
H: -0.217 1.384 -3.110
H: -0.684 2.463 -5.249
H: -0.955 4.799 -5.547
H: -0.649 6.502 -3.945
H: 0.018 6.239 -1.658
H: 0.996 2.198 2.082
H: -0.676 1.139 3.611
H: -2.974 2.037 3.679
H: -3.605 3.978 2.291
H: -1.970 4.930 0.692
Se: 1.750 -5.144 1.214
Sb: 0.169 -4.170 -0.386
Se: 0.139 -1.550 -0.100
Se: -2.028 -5.107 0.166
Se: 0.789 -4.776 -2.670

As for the total charge: -1. The calculation puts the gap between HOMO and LUMO (alpha / beta) at 0.2220 / 0.1815 Eh. The calculation puts the energy above the lowest of the compared OMol25 structures with the same formula, charge and spin at 179.63 kcal per mole. Its spin multiplicity is 2.

=====

(2)
ORCA calculation (the ωB97M-V functional and the def2-TZVPD basis) on a cluster of 2 separate species, C7H17F5NOSi in total.

Geometry (Å):
C: 4.616 -0.164 0.761
C: 3.650 0.667 -0.100
N: 3.024 1.779 0.648
Si: 1.355 2.085 0.294
C: 0.290 0.841 1.215
C: -1.209 1.182 1.217
C: -1.922 0.960 -0.132
C: -2.703 -0.318 -0.267
F: -2.922 -0.606 -1.627
F: -3.914 -0.236 0.295
C: -2.079 -1.641 0.229
F: -1.983 -1.771 1.523
F: -0.892 -1.837 -0.338
F: -2.906 -2.629 -0.241
H: 5.613 -0.205 0.317
H: 4.713 0.291 1.749
H: 4.278 -1.196 0.883
H: 2.863 0.018 -0.504
H: 4.185 1.065 -0.970
H: 3.557 2.626 0.478
H: 1.075 1.924 -1.165
H: 1.014 3.458 0.724
H: 0.481 -0.147 0.781
H: 0.663 0.818 2.245
H: -1.322 2.244 1.456
H: -1.738 0.660 2.021
H: -1.236 1.027 -0.981
H: -2.673 1.745 -0.274
O: -3.389 -3.148 -2.785
H: -3.052 -3.976 -2.384
H: -3.068 -2.366 -2.256
H: -4.368 -3.150 -2.814

As for the total charge: +1. The calculation puts the gap between HOMO and LUMO at 0.2584 Eh.

=====

(3)
ORCA calculation (the ωB97M-V functional and the def2-TZVPD basis) on a structure of composition C36H50BaN9O5S2SbSi.

Geometry (Å):
Ba: -0.332 -1.154 0.666
C: 1.769 3.422 -0.982
C: 0.553 2.634 -1.353
N: -0.423 2.355 -0.579
N: -0.419 2.872 0.686
C: 0.414 2.429 1.565
N: 0.333 3.048 2.819
S: 1.615 1.185 1.402
C: 0.430 2.169 -2.764
C: -0.820 1.883 -3.319
C: -0.892 1.444 -4.621
C: 0.282 1.314 -5.354
C: 1.471 1.643 -4.731
N: 1.556 2.071 -3.473
H: 2.612 2.749 -0.816
H: 1.589 3.965 -0.054
H: 2.035 4.108 -1.788
H: -0.586 3.443 2.968
H: 0.596 2.412 3.557
H: -1.696 1.998 -2.702
H: -1.848 1.191 -5.063
H: 0.277 0.953 -6.374
H: 2.413 1.555 -5.266
C: -5.432 -0.552 -3.144
N: -4.852 -0.411 -1.823
C: -5.295 0.750 -1.089
C: -3.568 -0.883 -1.567
N: -2.693 -0.319 -0.846
N: -3.338 -2.142 -2.161
C: -2.073 -2.534 -2.631
N: -1.862 -3.905 -2.571
N: -1.310 -1.670 -3.165
H: -6.457 -0.930 -3.083
H: -4.836 -1.242 -3.734
H: -5.458 0.417 -3.659
H: -6.387 0.785 -1.103
H: -4.916 1.690 -1.515
H: -4.973 0.680 -0.051
H: -2.889 0.647 -0.603
H: -3.926 -2.875 -1.799
H: -0.870 -4.101 -2.467
H: -2.307 -4.316 -1.758
H: -0.418 -2.096 -3.401
O: 0.413 -3.523 1.706
S: -0.260 -3.856 0.433
O: -0.329 -5.279 0.137
O: -1.624 -3.237 0.477
O: 0.486 -3.120 -0.650
C: 2.788 -4.420 -2.617
C: 3.696 -3.194 -2.613
Sb: 2.832 -1.455 -1.646
C: 4.510 -0.194 -2.223
C: 4.380 0.440 -3.605
C: 3.814 -1.841 0.250
C: 3.634 -3.234 0.843
H: 3.259 -5.273 -3.118
H: 1.848 -4.209 -3.132
H: 2.511 -4.725 -1.608
H: 3.942 -2.892 -3.636
H: 4.640 -3.391 -2.097
H: 5.410 -0.814 -2.157
H: 4.589 0.576 -1.452
H: 4.387 -0.320 -4.392
H: 5.199 1.135 -3.820
H: 3.445 0.999 -3.691
H: 3.480 -1.066 0.944
H: 4.871 -1.648 0.040
H: 2.587 -3.486 1.001
H: 4.136 -3.307 1.813
H: 4.071 -3.997 0.193
O: -1.624 -0.030 2.464
Si: -2.314 -0.298 3.853
C: -2.308 -2.090 4.460
C: -2.646 -3.108 3.562
C: -2.648 -4.440 3.949
C: -2.330 -4.784 5.256
C: -1.995 -3.791 6.166
C: -1.977 -2.461 5.765
C: -4.148 0.211 3.825
C: -5.063 -0.102 4.832
C: -6.389 0.303 4.760
C: -6.832 1.033 3.663
C: -5.941 1.351 2.647
C: -4.615 0.942 2.731
C: -1.511 0.715 5.250
C: -2.184 1.614 6.076
C: -1.514 2.359 7.042
C: -0.143 2.219 7.199
C: 0.553 1.337 6.381
C: -0.126 0.599 5.422
H: -2.858 -2.867 2.527
H: -2.869 -5.208 3.218
H: -2.318 -5.826 5.557
H: -1.730 -4.054 7.184
H: -1.692 -1.697 6.482
H: -4.733 -0.686 5.687
H: -7.081 0.047 5.555
H: -7.867 1.352 3.602
H: -6.283 1.922 1.790
H: -3.903 1.192 1.950
H: -3.255 1.746 5.960
H: -2.063 3.055 7.666
H: 0.384 2.801 7.947
H: 1.627 1.234 6.480
H: 0.436 -0.064 4.770

As for the total charge: -2. The calculation puts the gap between HOMO and LUMO at 0.2346 Eh. The calculation puts the energy above the lowest of the compared OMol25 structures with the same formula, charge and spin at 34.34 kcal per mole.

=====

(4)
ORCA calculation (the ωB97M-V functional and the def2-TZVPD basis) on a cluster of 2 separate species, C5H6O in total.

Geometry (Å):
C: 1.673 -0.115 0.179
C: 0.292 -0.454 0.604
C: -0.726 -1.228 0.373
O: -1.858 -1.575 0.159
C: -1.936 1.087 -0.600
C: -0.874 1.648 -0.679
H: 2.271 -1.015 0.325
H: 2.118 0.678 0.792
H: 1.765 0.163 -0.880
H: 0.084 -1.918 1.008
H: -2.828 0.508 -0.484
H: 0.019 2.221 -0.797

The calculation puts the gap between HOMO and LUMO at 0.3494 Eh. The calculation puts the energy above the lowest of the compared OMol25 structures with the same formula, charge and spin at 126.10 kcal per mole.

=====

(5)
ORCA calculation (the ωB97M-V functional and the def2-TZVPD basis) on a structure of composition C11H16InN4S5.

Geometry (Å):
In: 0.347 0.028 -1.470
C: 0.810 1.884 1.529
C: 2.204 1.322 1.365
S: 2.314 -0.213 0.415
C: 1.321 -1.340 1.441
C: 1.398 -2.732 0.858
S: 0.773 -2.888 -0.838
C: -0.913 -3.420 -0.597
C: -1.874 -2.475 0.098
S: -2.162 -0.915 -0.812
C: -2.758 0.629 1.389
C: -1.565 2.699 0.313
S: 0.172 2.414 -0.081
H: 0.857 2.752 2.186
H: 0.129 1.154 1.968
H: 2.648 1.129 2.342
H: 2.860 2.025 0.848
H: 0.291 -0.979 1.490
H: 1.748 -1.344 2.446
H: 0.852 -3.428 1.496
H: 2.434 -3.075 0.825
H: -0.884 -4.363 -0.050
H: -1.266 -3.658 -1.603
H: -1.566 -2.231 1.116
H: -2.839 -2.980 0.161
H: -2.347 0.850 2.370
H: -3.715 0.127 1.370
H: -1.612 3.181 1.295
H: -1.906 3.423 -0.423
S: -3.528 1.492 -1.149
C: -2.421 1.469 0.225
N: -1.701 0.181 0.448
N: 4.285 2.976 -4.507
C: 3.358 2.300 -4.606
N: 2.328 1.482 -4.756
C: 1.434 1.350 -3.911
N: 0.493 1.178 -3.192

As for the total charge: +1. The calculation puts the gap between HOMO and LUMO at 0.1776 Eh. The calculation puts the energy above the lowest of the compared OMol25 structures with the same formula, charge and spin at 14.37 kcal per mole.

=====

(6)
ORCA calculation (the ωB97M-V functional and the def2-TZVPD basis) on a structure of composition C27H24BrCoN5O4S2.

Geometry (Å):
Co: 0.472 -0.103 -0.257
C: 5.714 1.359 -1.577
C: 4.453 0.593 -1.856
C: 4.074 -0.474 -1.047
C: 2.946 -1.229 -1.337
C: 2.174 -0.894 -2.442
C: 2.517 0.182 -3.254
C: 3.652 0.913 -2.957
S: 0.722 -1.832 -2.784
O: 0.991 -3.205 -2.448
O: 0.262 -1.548 -4.119
N: -0.247 -1.114 -1.700
C: -1.618 -1.026 -1.853
C: -2.456 -1.711 -2.708
C: -3.838 -1.421 -2.728
C: -4.406 -0.464 -1.931
C: -3.578 0.263 -1.043
C: -4.027 1.302 -0.197
C: -3.143 1.974 0.602
C: -1.787 1.597 0.586
N: -1.350 0.614 -0.166
C: -2.209 -0.042 -1.001
H: 6.044 1.210 -0.549
H: 5.566 2.427 -1.731
H: 6.519 1.032 -2.241
H: 4.681 -0.734 -0.188
H: 2.679 -2.090 -0.734
H: 1.902 0.429 -4.110
H: 3.924 1.750 -3.591
H: -2.066 -2.459 -3.380
H: -4.462 -1.980 -3.415
H: -5.466 -0.247 -1.975
H: -5.078 1.569 -0.205
H: -3.460 2.789 1.237
H: -1.046 2.109 1.192
C: 0.361 -5.962 -0.288
C: 1.148 -5.310 0.851
C: 0.607 -3.954 1.182
N: 1.007 -2.870 0.627
N: 0.303 -1.757 1.024
C: -0.612 -2.023 1.914
N: -1.422 -1.090 2.468
S: -0.706 -3.700 2.305
H: 0.787 -6.936 -0.531
H: 0.398 -5.331 -1.174
H: -0.685 -6.111 -0.009
H: 2.189 -5.168 0.562
H: 1.138 -5.939 1.743
H: -1.197 -0.122 2.320
H: -1.987 -1.317 3.263
Br: 4.227 4.806 -0.470
C: 2.817 4.219 -1.596
C: 2.815 4.738 -2.886
C: 1.833 4.365 -3.784
C: 0.854 3.461 -3.396
C: 0.884 2.932 -2.119
C: 1.857 3.295 -1.186
C: 1.794 2.688 0.217
O: 2.092 3.341 1.196
O: 1.352 1.471 0.236
H: 3.588 5.438 -3.174
H: 1.835 4.785 -4.783
H: 0.078 3.157 -4.088
H: 0.135 2.210 -1.827

The calculation puts the gap between HOMO and LUMO (alpha / beta) at 0.2717 / 0.2699 Eh. The calculation puts the energy above the lowest of the compared OMol25 structures with the same formula, charge and spin at 4.03 kcal per mole. Its spin multiplicity is 2.

=====

(7)
ORCA calculation (the ωB97M-V functional and the def2-TZVPD basis) on a structure of composition C28H44BrN3P2STi.

Geometry (Å):
C: -5.498 -4.363 0.195
C: -4.279 -3.921 -0.417
C: -3.812 -4.711 -1.547
C: -4.583 -5.799 -1.993
N: -5.737 -6.139 -1.389
C: -6.187 -5.457 -0.323
C: -3.623 -2.800 0.017
C: -2.809 -2.005 0.575
C: -1.341 -2.099 0.666
C: -0.659 -1.415 -0.406
C: 0.544 -0.766 -0.025
C: 1.395 -1.249 1.087
C: 0.795 -2.424 1.700
C: -0.549 -2.688 1.689
Ti: -2.147 -0.168 0.580
P: -0.606 2.143 -0.111
H: -2.876 -4.498 -2.078
H: -5.904 -3.854 1.061
H: -4.256 -6.416 -2.863
H: -7.131 -5.795 0.134
H: -1.045 -3.294 2.461
H: -1.002 -1.584 -1.464
H: 1.460 -3.122 2.212
H: 1.032 -0.125 -0.770
C: 1.004 3.069 0.171
C: 1.499 4.082 -0.871
H: 1.781 2.304 0.297
H: 0.897 3.546 1.157
H: 2.275 4.720 -0.425
H: 1.958 3.589 -1.744
H: 0.712 4.750 -1.234
C: -0.469 2.115 -1.961
C: -1.624 1.450 -2.683
H: 0.479 1.592 -2.187
H: -0.329 3.151 -2.306
H: -1.423 1.512 -3.756
H: -1.698 0.390 -2.410
H: -2.577 1.945 -2.468
C: -1.836 3.494 0.241
C: -1.810 4.745 -0.640
H: -1.683 3.767 1.303
H: -2.826 3.012 0.195
H: -2.681 5.371 -0.408
H: -0.932 5.361 -0.430
H: -1.841 4.529 -1.716
Br: 2.059 0.144 2.545
P: 3.549 -1.308 -1.675
C: 2.708 0.281 -2.172
C: 3.544 1.272 -2.957
H: 2.415 0.775 -1.228
H: 1.828 -0.028 -2.765
H: 2.912 2.126 -3.224
H: 4.382 1.636 -2.357
H: 3.940 0.800 -3.855
C: 3.713 -1.179 0.098
C: 4.929 -1.856 0.682
H: 2.661 -1.500 0.659
H: 3.759 -0.109 0.321
H: 5.050 -1.491 1.702
H: 4.903 -2.951 0.710
H: 5.814 -1.558 0.123
C: 2.514 -2.786 -2.011
C: 3.069 -3.738 -3.087
H: 1.509 -2.408 -2.250
H: 2.512 -3.336 -1.060
H: 2.476 -4.661 -3.092
H: 3.048 -3.316 -4.099
H: 4.099 -4.033 -2.860
S: -2.177 0.694 2.788
C: -1.406 1.943 3.873
N: -1.499 3.300 3.867
C: -0.491 3.930 4.722
C: 0.261 2.743 5.299
N: -0.483 1.602 4.791
H: -2.276 3.831 3.472
H: -0.933 4.555 5.508
H: 0.170 4.574 4.136
H: 0.310 2.765 6.393
H: 1.288 2.693 4.915
H: -0.215 0.646 4.975

As for the total charge: +2. The calculation puts the gap between HOMO and LUMO (alpha / beta) at 0.1977 / 0.2091 Eh. The calculation puts the energy above the lowest of the compared OMol25 structures with the same formula, charge and spin at 146.00 kcal per mole. Its spin multiplicity is 3.

=====

(8)
ORCA calculation (the ωB97M-V functional and the def2-TZVPD basis) on a cluster of 2 separate species, C4H12 in total.

Geometry (Å):
C: 0.928 1.704 0.177
C: 0.297 2.105 -1.209
H: 2.009 1.753 0.005
H: 0.753 2.564 0.826
H: 0.650 0.798 0.693
H: -0.477 2.861 -1.175
H: 1.144 2.419 -1.835
H: -0.060 1.236 -1.749
C: -1.300 -1.549 0.633
C: 0.045 -2.274 0.433
H: -2.088 -2.125 0.193
H: -1.457 -1.410 1.715
H: -1.206 -0.562 0.177
H: 0.872 -1.583 0.653
H: 0.154 -3.171 1.035
H: 0.234 -2.433 -0.630

The calculation puts the gap between HOMO and LUMO at 0.4761 Eh. The calculation puts the energy above the lowest of the compared OMol25 structures with the same formula, charge and spin at 9.59 kcal per mole. Its SMILES is CC.CC.

=====

> Number 6 is which compound?

C27H24BrCoN5O4S2